No. 1
28
Properties=species:S:1:pos:R:3:forces:R:3:lowdin_charge:R:1 method="wB97M-V/def2-TZVPD" orbital_gap_ev=9.75 spin_multiplicity=1 smiles="CC[C@H](C)N(CCN)C(=O)OS" e_homo_ev=-9.04 de_lowest_kcal_mol=0.0 total_energy_ev=-25428.2513
C 3.485535 0.613253 -0.325701 -0.250 -0.332 0.104 -0.09
C 2.081620 0.343016 -0.900323 0.012 0.666 0.401 -0.21
C 1.018988 0.363417 0.202960 0.135 -0.121 -0.063 -0.35
C 1.163175 -0.818300 1.171113 0.307 -0.158 0.031 -0.03
N -0.309953 0.533393 -0.415092 -0.159 -0.266 1.021 -0.02
C -0.889680 -0.638864 -1.094215 -0.356 0.344 -0.839 -0.14
C -2.244224 -1.126778 -0.579682 0.046 -0.369 -0.015 -0.26
N -2.307378 -1.601543 0.792740 -0.295 0.120 -0.061 0.02
C -1.180565 1.294610 0.349417 -0.024 -0.056 0.488 -0.62
O -1.130012 1.492320 1.544648 0.153 0.097 -1.002 0.08
O -2.157549 1.819684 -0.468608 0.117 -0.006 0.228 -0.46
S -3.196905 2.938170 0.216339 -0.089 -0.005 -0.065 0.86
H 4.021622 1.351230 -0.913823 0.135 -0.070 -0.146 0.07
H 3.424156 1.004836 0.689601 -0.031 0.059 0.053 0.07
H 4.067170 -0.303458 -0.270596 0.199 0.014 -0.032 0.07
H 2.056750 -0.595403 -1.449106 -0.034 -0.062 -0.165 0.11
H 1.823158 1.164445 -1.567331 -0.047 -0.148 -0.268 0.11
H 1.195926 1.274190 0.771084 -0.121 0.106 -0.036 0.14
H 1.276901 -0.494311 2.202604 -0.123 0.097 0.051 0.08
H 0.327349 -1.509779 1.135494 -0.132 0.006 -0.070 0.06
H 2.057893 -1.392253 0.925649 0.025 -0.063 0.011 0.08
H -0.185661 -1.467886 -1.062668 0.216 0.082 0.224 0.12
H -1.023020 -0.405051 -2.154474 0.028 0.019 -0.060 0.12
H -3.015128 -0.377245 -0.750538 0.066 0.134 0.057 0.10
H -2.515885 -1.964007 -1.224305 -0.059 -0.024 -0.049 0.12
H -2.014231 -2.558937 0.884434 0.204 -0.079 0.065 0.06
H -1.812693 -1.016196 1.447444 0.029 0.061 0.114 0.05
H -4.017357 2.077447 0.842932 0.048 -0.045 0.025 -0.12


No. 2
41
Properties=species:S:1:pos:R:3:forces:R:3:lowdin_charge:R:1 method="wB97M-V/def2-TZVPD" orbital_gap_ev=5.07 spin_multiplicity=1 charge=+2 e_homo_ev=-14.58 de_lowest_kcal_mol=21.5 total_energy_ev=-138962.8160
V -0.398702 0.556059 0.864481 -0.508 -0.094 -1.411 1.19
O -2.641285 -2.214586 2.442308 -0.081 -0.179 -0.251 0.27
C -2.063092 -1.211132 2.276530 0.040 0.316 0.481 -0.38
O -1.562258 -0.745063 1.055530 -0.289 -0.532 0.150 -0.12
C -1.714131 -0.162708 3.302304 0.225 0.335 -0.383 -0.10
C -2.035425 -0.085662 4.635364 -0.069 0.065 0.184 0.09
C -1.671876 1.079497 5.316726 -0.006 -0.029 0.065 0.06
C -1.050612 2.145570 4.660611 -0.073 0.046 0.210 0.09
C -0.760520 1.985059 3.328658 -0.054 -0.492 -0.390 -0.10
N -1.054695 0.836493 2.712268 -0.198 0.067 0.753 0.05
C -0.204821 2.958254 2.323534 -0.267 -0.238 0.478 -0.37
O 0.059763 4.086429 2.474992 0.169 0.174 -0.217 0.27
O -0.113243 2.248673 1.117584 0.512 0.917 0.246 -0.11
H -2.565747 -0.893788 5.120551 -0.002 -0.004 0.015 0.15
H -1.902095 1.169417 6.370675 -0.014 0.007 -0.011 0.14
H -0.813435 3.070944 5.168371 -0.010 0.003 0.000 0.15
Br -0.622297 -3.396324 -3.000902 0.107 -0.103 0.055 0.80
C 1.018597 -2.637577 -2.476210 -0.050 -0.051 -0.071 -0.65
C 2.153249 -2.799718 -3.261009 0.131 0.044 0.029 -0.06
C 3.354068 -2.215807 -2.868987 -0.050 -0.091 -0.131 -0.01
C 3.425615 -1.462882 -1.711931 0.141 0.007 -0.005 0.03
C 2.278620 -1.316436 -0.936711 -0.503 -0.086 0.109 -0.15
C 1.071538 -1.911340 -1.306569 -0.007 -0.007 0.015 -0.08
C 2.391720 -0.522897 0.277231 1.205 -0.147 -0.541 -0.32
O 3.302610 -0.060468 0.832881 -0.125 0.149 0.321 0.27
O 1.028159 -0.214821 0.844271 0.072 -0.069 0.423 -0.12
H 2.097887 -3.385442 -4.168707 0.024 0.008 -0.004 0.12
H 4.238624 -2.355300 -3.475372 -0.015 0.016 -0.006 0.13
H 4.351263 -0.995632 -1.404984 0.006 -0.016 0.009 0.14
H 0.185424 -1.843660 -0.690422 0.072 -0.052 -0.014 0.09
I -3.182335 -0.903661 -4.144170 -0.149 0.173 -0.065 1.03
C -1.764105 0.231529 -3.154133 -0.077 -0.053 -0.190 -0.70
C -0.904936 1.089729 -3.832479 0.037 0.034 0.005 -0.05
C 0.043296 1.816604 -3.122274 -0.015 0.001 -0.215 0.01
C 0.121865 1.673808 -1.760999 -0.180 -0.136 0.146 -0.07
N -0.721257 0.843141 -1.101747 -0.241 -0.029 -0.114 -0.04
C -1.653553 0.136677 -1.784055 0.216 0.080 0.179 -0.16
H -0.979427 1.194135 -4.906956 0.016 0.000 -0.011 0.13
H 0.716704 2.497246 -3.624465 -0.002 -0.020 -0.006 0.14
H 0.844218 2.225893 -1.177986 -0.011 0.022 0.093 0.13
H -2.303380 -0.510262 -1.213786 0.025 -0.039 0.067 0.11


No. 3
47
Properties=species:S:1:pos:R:3:forces:R:3:lowdin_charge:R:1 method="wB97M-V/def2-TZVPD" orbital_gap_ev=8.86 spin_multiplicity=1 smiles="CCOC(=O)c1oc2ccccc2c1COC(=O)CNC(=O)c1ccccc1" e_homo_ev=-8.84 de_lowest_kcal_mol=0.0 total_energy_ev=-35861.5647
C 3.474501 1.908477 -1.489574 -0.191 -0.128 0.363 -0.05
C 3.489139 1.746174 0.021763 0.658 -0.028 -0.271 -0.19
O 2.157923 1.597401 0.525473 -0.357 0.140 0.033 0.03
C 1.764488 0.386540 0.897488 0.119 0.075 0.020 -0.40
O 2.439425 -0.615537 0.874638 -0.167 0.039 0.027 0.14
C 0.378733 0.400178 1.398150 -0.390 -0.970 0.532 -0.09
O -0.346920 1.545222 1.350306 0.111 0.411 -0.161 0.13
C -1.556232 1.258881 1.869880 -0.549 -0.816 0.433 -0.21
C -2.638602 2.116491 2.010255 0.287 0.116 -0.124 0.01
C -3.788469 1.591104 2.561254 0.053 0.054 -0.039 -0.08
C -3.863581 0.253658 2.963096 -0.123 -0.125 0.066 -0.09
C -2.791664 -0.598599 2.828170 0.080 0.036 -0.070 -0.01
C -1.615764 -0.093534 2.271311 0.032 0.683 -0.174 -0.11
C -0.330972 -0.634410 1.959075 0.654 0.449 -0.415 -0.05
C 0.125192 -2.049383 2.077538 0.312 0.040 0.295 -0.07
O 0.308667 -2.528058 0.744696 -0.391 -0.018 -0.021 -0.01
C 1.409678 -3.234024 0.454853 0.153 -0.257 -0.140 -0.48
O 2.130405 -3.740440 1.264333 0.063 -0.041 -0.009 0.13
C 1.576509 -3.325708 -1.061733 0.151 0.128 0.079 -0.05
N 0.633474 -2.477814 -1.745838 -0.183 -0.258 -0.144 0.08
C 0.982564 -1.208922 -2.095883 -0.107 -0.223 -0.238 -0.44
O 2.133225 -0.895591 -2.335263 0.146 0.021 0.012 0.06
C -0.134365 -0.225134 -2.191793 -0.129 0.315 0.055 -0.12
C 0.026070 0.877609 -3.026494 0.099 -0.152 0.018 -0.01
C -0.933887 1.870544 -3.068776 0.010 0.035 -0.043 -0.07
C -2.058562 1.780825 -2.264833 -0.046 0.002 0.048 -0.07
C -2.221001 0.693639 -1.422401 -0.151 0.028 0.013 -0.07
C -1.266499 -0.307018 -1.384904 0.073 -0.080 -0.097 -0.03
H 3.105088 0.997174 -1.953710 0.009 0.025 -0.053 0.05
H 2.832198 2.739960 -1.769890 -0.022 0.117 -0.062 0.08
H 4.483969 2.101370 -1.841248 0.134 0.059 -0.046 0.08
H 4.074883 0.867905 0.309507 -0.065 0.216 0.008 0.12
H 3.887670 2.638989 0.512392 -0.073 -0.162 -0.010 0.12
H -2.570882 3.145152 1.696245 -0.017 0.144 -0.036 0.12
H -4.653304 2.224684 2.686058 -0.059 0.075 0.004 0.10
H -4.786043 -0.112340 3.388004 -0.073 -0.038 0.040 0.10
H -2.855602 -1.629449 3.140526 -0.036 -0.116 0.049 0.11
H 1.080509 -2.128413 2.608336 -0.226 -0.029 -0.038 0.14
H -0.628338 -2.665638 2.577230 0.136 0.058 -0.044 0.14
H 1.476122 -4.367413 -1.379220 0.071 0.103 0.114 0.14
H 2.583487 -2.974184 -1.305237 -0.135 -0.151 0.063 0.14
H -0.336906 -2.650908 -1.532765 0.136 0.151 -0.054 0.13
H 0.916543 0.939112 -3.633985 0.088 0.013 -0.026 0.12
H -0.802299 2.720155 -3.722269 0.013 0.059 -0.059 0.10
H -2.805363 2.560682 -2.287852 -0.062 0.067 -0.005 0.10
H -3.090094 0.628153 -0.783242 -0.058 -0.005 0.055 0.11
H -1.395115 -1.127562 -0.693667 0.020 -0.061 0.053 0.11


No. 4
36
Properties=species:S:1:pos:R:3:forces:R:3:lowdin_spin:R:1 method="wB97M-V/def2-TZVPD" orbital_gap_ev="4.03 / 5.43" spin_multiplicity=3 s2=2.02 e_homo_ev="-4.19 / -5.66" total_energy_ev=-55571.4096
C -2.432423 -0.616888 -2.917161 -1.375 1.268 1.523 0.01
C -2.761560 -1.968425 -2.672742 -0.184 0.422 0.569 0.00
C -3.811626 -2.018618 -1.705303 0.417 0.691 -0.219 0.00
C -4.166607 -0.684115 -1.340877 0.585 -0.376 -0.245 0.00
C -3.352715 0.216937 -2.060343 1.663 -1.354 -1.109 0.01
Tm 0.076034 1.960815 -1.441727 -2.550 3.033 -3.925 1.62
P 2.175797 1.378402 -3.100698 1.282 -0.017 -1.213 0.15
H -1.697063 -0.222413 -3.622500 -0.293 -0.147 -0.012 0.00
H -2.303512 -2.831066 -3.155100 -0.119 0.194 0.107 0.00
H -4.275993 -2.924581 -1.321899 0.064 0.198 -0.125 0.00
H -3.390829 1.309083 -2.051133 -0.141 -0.310 -0.079 0.01
H -4.945691 -0.408709 -0.630725 0.178 -0.072 -0.208 0.00
H 2.461299 2.444160 -4.044516 -0.101 -0.842 0.557 0.02
H 2.146050 0.285042 -4.045606 0.184 0.358 0.124 0.04
H 3.519519 1.193397 -2.610942 -0.596 0.120 -0.242 0.01
C -0.171476 -0.276649 -0.521167 0.037 -0.144 0.534 0.01
N 0.613919 -0.333831 0.739445 -0.456 0.490 -0.920 0.00
C 0.578099 -1.492917 1.617896 -0.309 0.057 -0.204 0.00
C 1.713247 -1.344957 2.593523 0.544 -0.615 0.489 0.00
C 1.663243 -0.021980 3.320335 -0.207 0.152 0.104 0.00
N 1.640213 1.049701 2.332305 0.040 -0.058 0.399 0.00
C 1.912434 2.417926 2.733655 0.247 0.599 0.208 0.00
C 1.084968 0.857044 1.147578 -0.584 1.289 -1.198 0.01
O 0.940179 1.875494 0.344644 1.795 -1.736 4.205 0.08
H -1.035092 0.497973 -0.416016 0.868 -1.830 -0.015 0.01
H -0.664271 -1.224338 -0.716241 -0.050 -0.096 -0.049 0.00
H 0.551213 -0.082370 -1.420117 -1.012 -0.824 1.240 0.00
H -0.394946 -1.548309 2.129731 0.195 -0.053 -0.129 0.00
H 0.700950 -2.385065 0.998662 -0.065 0.058 0.148 0.00
H 2.667469 -1.428735 2.061297 -0.102 0.004 0.039 0.00
H 1.678071 -2.154285 3.326429 0.010 0.028 -0.072 0.00
H 2.543499 0.130306 3.951579 -0.127 -0.132 -0.082 0.00
H 0.766495 0.026352 3.962102 0.240 0.074 -0.130 0.00
H 0.998363 3.030256 2.753307 0.241 -0.240 -0.013 0.00
H 2.350116 2.403551 3.737810 -0.101 -0.042 -0.251 0.00
H 2.622628 2.891810 2.044517 -0.219 -0.146 0.189 0.00


No. 5
20
Properties=species:S:1:pos:R:3:forces:R:3:lowdin_charge:R:1 method="wB97M-V/def2-TZVPD" orbital_gap_ev=9.15 spin_multiplicity=1 smiles="CCC/C(N)=C/[NH3+]" charge=+1 e_homo_ev=-12.88 de_lowest_kcal_mol=82.7 total_energy_ev=-8367.2223
C -2.856481 -0.919276 -0.349866 3.401 2.495 -2.328 -0.08
C -1.572346 -0.340356 0.335773 0.367 0.395 0.262 -0.23
C -0.664509 0.424169 -0.751380 -1.929 -2.850 -1.571 -0.15
C 0.691402 0.549267 -0.203943 1.490 1.869 1.257 -0.36
N 0.923479 1.831111 0.309954 -1.157 -1.717 -1.849 0.15
C 1.584729 -0.481848 -0.076263 -1.525 -2.966 -1.895 -0.09
N 2.965946 -0.435373 0.501302 -2.551 5.404 0.819 0.18
H -3.335479 -1.532926 0.276225 -1.911 -2.632 2.013 0.03
H -2.783322 -1.238766 -1.431604 0.290 -0.134 1.452 0.10
H -3.342219 0.003776 -0.369279 -1.926 1.148 -0.525 0.05
H -1.918618 0.417669 1.074004 0.119 -0.342 -0.461 0.11
H -0.993276 -1.031817 1.006850 -0.227 0.252 -1.258 0.11
H -1.149476 1.431873 -1.054972 0.989 -1.830 0.364 0.15
H -0.685821 -0.383576 -1.644516 0.231 2.310 1.629 0.16
H 1.616350 1.932996 0.957473 2.004 0.635 1.875 0.05
H 0.299243 2.617312 0.205488 -0.126 -0.502 -0.140 0.12
H 1.374988 -1.548716 -0.599637 0.397 2.915 1.518 0.18
H 3.410210 -1.235160 0.318049 2.183 -4.177 -1.352 0.09
H 3.448635 0.337785 -0.076414 -0.257 -1.092 1.931 0.21
H 2.986565 -0.398144 1.572755 0.136 0.818 -1.743 0.21


Repeat the second record exactly.
41
Properties=species:S:1:pos:R:3:forces:R:3:lowdin_charge:R:1 method="wB97M-V/def2-TZVPD" orbital_gap_ev=5.07 spin_multiplicity=1 charge=+2 e_homo_ev=-14.58 de_lowest_kcal_mol=21.5 total_energy_ev=-138962.8160
V -0.398702 0.556059 0.864481 -0.508 -0.094 -1.411 1.19
O -2.641285 -2.214586 2.442308 -0.081 -0.179 -0.251 0.27
C -2.063092 -1.211132 2.276530 0.040 0.316 0.481 -0.38
O -1.562258 -0.745063 1.055530 -0.289 -0.532 0.150 -0.12
C -1.714131 -0.162708 3.302304 0.225 0.335 -0.383 -0.10
C -2.035425 -0.085662 4.635364 -0.069 0.065 0.184 0.09
C -1.671876 1.079497 5.316726 -0.006 -0.029 0.065 0.06
C -1.050612 2.145570 4.660611 -0.073 0.046 0.210 0.09
C -0.760520 1.985059 3.328658 -0.054 -0.492 -0.390 -0.10
N -1.054695 0.836493 2.712268 -0.198 0.067 0.753 0.05
C -0.204821 2.958254 2.323534 -0.267 -0.238 0.478 -0.37
O 0.059763 4.086429 2.474992 0.169 0.174 -0.217 0.27
O -0.113243 2.248673 1.117584 0.512 0.917 0.246 -0.11
H -2.565747 -0.893788 5.120551 -0.002 -0.004 0.015 0.15
H -1.902095 1.169417 6.370675 -0.014 0.007 -0.011 0.14
H -0.813435 3.070944 5.168371 -0.010 0.003 0.000 0.15
Br -0.622297 -3.396324 -3.000902 0.107 -0.103 0.055 0.80
C 1.018597 -2.637577 -2.476210 -0.050 -0.051 -0.071 -0.65
C 2.153249 -2.799718 -3.261009 0.131 0.044 0.029 -0.06
C 3.354068 -2.215807 -2.868987 -0.050 -0.091 -0.131 -0.01
C 3.425615 -1.462882 -1.711931 0.141 0.007 -0.005 0.03
C 2.278620 -1.316436 -0.936711 -0.503 -0.086 0.109 -0.15
C 1.071538 -1.911340 -1.306569 -0.007 -0.007 0.015 -0.08
C 2.391720 -0.522897 0.277231 1.205 -0.147 -0.541 -0.32
O 3.302610 -0.060468 0.832881 -0.125 0.149 0.321 0.27
O 1.028159 -0.214821 0.844271 0.072 -0.069 0.423 -0.12
H 2.097887 -3.385442 -4.168707 0.024 0.008 -0.004 0.12
H 4.238624 -2.355300 -3.475372 -0.015 0.016 -0.006 0.13
H 4.351263 -0.995632 -1.404984 0.006 -0.016 0.009 0.14
H 0.185424 -1.843660 -0.690422 0.072 -0.052 -0.014 0.09
I -3.182335 -0.903661 -4.144170 -0.149 0.173 -0.065 1.03
C -1.764105 0.231529 -3.154133 -0.077 -0.053 -0.190 -0.70
C -0.904936 1.089729 -3.832479 0.037 0.034 0.005 -0.05
C 0.043296 1.816604 -3.122274 -0.015 0.001 -0.215 0.01
C 0.121865 1.673808 -1.760999 -0.180 -0.136 0.146 -0.07
N -0.721257 0.843141 -1.101747 -0.241 -0.029 -0.114 -0.04
C -1.653553 0.136677 -1.784055 0.216 0.080 0.179 -0.16
H -0.979427 1.194135 -4.906956 0.016 0.000 -0.011 0.13
H 0.716704 2.497246 -3.624465 -0.002 -0.020 -0.006 0.14
H 0.844218 2.225893 -1.177986 -0.011 0.022 0.093 0.13
H -2.303380 -0.510262 -1.213786 0.025 -0.039 0.067 0.11